Record 1
36
Properties=species:S:1:pos:R:3 method="wB97M-V/def2-TZVPD" e_homo_ha=-0.3582 largest_force_ha_per_bohr=0.1910 multiplicity=1 total_charge=+1 total_energy_ev=-78433.594
C 1.87730 0.48390 -2.21976
C 2.86483 -0.05996 -1.34349
P 4.35907 -0.43786 -0.15179
O 5.74613 -0.41465 -1.23385
H 1.24204 1.24758 -2.88192
H 4.41571 0.66755 0.77771
H 5.50278 -0.04812 -2.13398
Li -0.53895 0.60066 -2.12544
C 0.29554 -4.13518 -1.51586
C -0.40210 -2.82752 -1.85311
N -0.98080 -1.74273 -2.13295
H 1.37092 -3.96764 -1.41006
H -0.09651 -4.53547 -0.57683
H 0.12545 -4.86468 -2.31241
Cl 3.79422 2.08308 -2.34967
O -0.08855 -4.72118 1.84584
H -0.90284 -4.25249 1.82389
Mg -2.58386 -3.96514 1.47523
C -2.42067 5.79887 -2.77920
F -2.61840 7.08617 -2.34838
F -3.66507 5.22216 -2.81211
F -2.02351 5.90152 -4.08838
S -1.20571 4.85380 -1.71961
O -1.78593 4.84411 -0.36962
O 0.05422 5.60567 -1.80029
O -1.11803 3.51541 -2.31932
O -3.41712 6.32748 1.60756
H -2.92112 5.56815 1.36134
C -1.02896 -3.44054 6.81039
C -2.13648 -3.48850 5.77044
N -3.05522 -3.52837 4.90770
H -0.05326 -3.47556 6.31796
H -1.10204 -2.51648 7.39045
H -1.11669 -4.29416 7.48806
Al -3.18232 -1.38372 -2.83334
F 6.79593 -1.70614 -2.26517



Record 2
71
Properties=species:S:1:pos:R:3 method="wB97M-V/def2-TZVPD" e_above_lowest_kcal_mol=0.00 e_homo_ha=-0.3707 largest_force_ha_per_bohr=0.0590 multiplicity=1 total_charge=+1 total_energy_ev=-91003.470
F -3.19304 1.94488 3.42011
C -3.02716 0.97628 2.50291
C -1.89265 0.16420 2.54372
F -0.94850 0.35369 3.48933
C -1.73840 -0.83027 1.58769
F -0.61339 -1.58949 1.66283
C -2.67884 -1.07159 0.58409
Si -2.45384 -2.37467 -0.73929
C -0.62362 -2.75736 -0.89308
C -0.06638 -4.03776 -0.83654
F -0.84723 -5.10205 -0.50354
C 1.26596 -4.29451 -1.14724
F 1.74873 -5.55358 -1.09179
C 2.09402 -3.24845 -1.54676
F 3.38449 -3.48201 -1.85998
C 1.58079 -1.95745 -1.62767
F 2.34957 -0.94597 -2.10535
C 0.25960 -1.73763 -1.26667
F -0.22482 -0.46616 -1.39766
C -3.46559 -3.91480 -0.32670
C -3.61917 -4.30158 1.00836
F -3.06258 -3.54081 1.98963
C -4.29389 -5.44793 1.40575
F -4.40640 -5.76048 2.71335
C -4.85434 -6.27336 0.43044
F -5.48196 -7.40772 0.78613
C -4.75725 -5.91216 -0.91426
F -5.30701 -6.70316 -1.85869
C -4.07712 -4.75020 -1.26985
F -3.99179 -4.42898 -2.58900
O -2.90788 -1.54607 -2.16316
C -2.24171 -1.45750 -3.30735
C -1.36943 -2.37729 -3.82020
C -0.94991 -2.00162 -5.19070
C -1.74838 -0.72056 -5.50688
C -2.49466 -0.29799 -4.22638
C -3.80473 -0.24467 0.58169
F -4.77114 -0.44998 -0.35314
C -3.98094 0.78114 1.50328
F -5.06593 1.57968 1.43852
H -1.21942 -3.36728 -3.38398
H 0.13042 -1.78764 -5.33523
H -1.21032 -2.84115 -5.85027
H -1.08288 0.07826 -5.82903
H -2.44199 -0.91721 -6.32336
H -3.57210 -0.13387 -4.35664
H -2.04722 0.63786 -3.83000
F 6.78116 2.86524 -0.25861
C 5.45671 2.74955 0.09990
C 4.71910 1.69308 -0.43902
C 3.37193 1.58028 -0.04921
C 2.82058 2.46700 0.84743
C 3.57518 3.55835 1.39675
C 2.89982 4.38552 2.31046
C 3.38310 5.45068 3.13785
C 2.43954 6.08039 4.00522
C 2.79834 7.12906 4.83950
C 4.12119 7.61076 4.83834
C 5.07723 7.00366 4.00735
C 4.72928 5.92285 3.19844
C 4.92979 3.69608 0.96110
H 5.17457 0.99565 -1.13970
H 2.76349 0.78128 -0.46314
H 1.78344 2.35097 1.17330
H 1.84218 4.15039 2.43188
H 1.41270 5.69925 4.01119
H 2.04933 7.58925 5.50512
H 4.40836 8.43955 5.47542
H 6.11324 7.36649 3.99492
H 5.51846 5.42980 2.63471
H 5.55129 4.52186 1.28334



Record 3
14
Properties=species:S:1:pos:R:3 method="wB97M-V/def2-TZVPD" e_above_lowest_kcal_mol=43.58 smiles=C1COCO1.O e_homo_ha=-0.3671 largest_force_ha_per_bohr=0.0422 multiplicity=1 total_energy_ev=-9381.912
C -0.30711 -1.59924 -0.27372
C 0.14463 -0.19914 0.01548
O 0.58545 0.30959 -1.21885
C 1.08331 -0.84980 -1.86656
O 0.26366 -1.95803 -1.56764
H 0.03604 -2.30906 0.50336
H -1.40275 -1.71819 -0.37800
H 0.93035 -0.22346 0.79491
H -0.73567 0.31987 0.44108
H 1.21933 -0.66873 -2.95015
H 2.07595 -1.08694 -1.43774
O -0.95123 3.52724 2.61328
H -1.45038 3.06758 1.90066
H -1.49154 3.38830 3.42385



Record 4
14
Properties=species:S:1:pos:R:3 method="wB97M-V/def2-TZVPD" e_above_lowest_kcal_mol=34.92 e_homo_ha=-0.1022 largest_force_ha_per_bohr=0.0663 multiplicity=1 total_charge=-1 total_energy_ev=-16139.542
C -2.69348 0.79095 -0.60099
O -1.49476 0.20039 -0.97573
H -2.71333 1.68471 0.05367
H -3.42424 0.08850 -0.09434
H -3.32708 1.12295 -1.51134
C 2.06383 -0.99345 -0.17162
C 1.76778 0.18170 0.81100
S 0.05907 -0.19490 1.57442
H 1.84208 -1.87205 0.36168
H 1.66030 -0.98831 -1.19627
H 3.21086 -1.24741 -0.27843
H 1.81789 1.19645 0.34632
H 2.35018 0.02629 1.72882
H -1.11909 0.00417 -0.04718



Record 5
91
Properties=species:S:1:pos:R:3 method="wB97M-V/def2-TZVPD" e_above_lowest_kcal_mol=0.00 e_homo_ha=-0.0994 largest_force_ha_per_bohr=0.0200 multiplicity=1 total_charge=-1 total_energy_ev=-78748.419
Pd -0.85016 0.64045 -0.99759
C -2.39152 4.03283 0.52218
Si -1.89370 2.19128 0.39874
C -3.51912 1.26697 0.87757
C -4.77581 1.88350 0.88889
C -5.94786 1.16456 1.09467
C -5.89111 -0.20591 1.29942
C -4.65909 -0.85015 1.27984
C -3.48252 -0.13586 1.05654
P -1.83334 -0.97952 0.98101
C -1.69002 -1.56357 -0.74761
C -2.43906 -0.97238 -1.78605
C -2.17024 -1.32641 -3.11777
C -1.19987 -2.25990 -3.42254
C -0.46707 -2.86657 -2.39738
C -0.69147 -2.50432 -1.08403
C -2.22254 -2.51247 1.95191
C -2.24043 -2.34177 3.34211
C -2.41566 -3.41967 4.19474
C -2.55564 -4.70405 3.67334
C -2.53160 -4.88865 2.30027
C -2.36784 -3.80011 1.44584
C -0.87895 2.03516 2.06526
C -1.33823 2.63194 3.24585
C -0.61652 2.59116 4.43231
C 0.62729 1.97276 4.45789
C 1.11080 1.37778 3.30193
C 0.35608 1.37368 2.12473
P 1.02983 0.47863 0.63971
C 2.59195 1.46745 0.50495
C 3.89241 1.02525 0.72848
C 4.97734 1.87578 0.53160
C 4.77977 3.18120 0.10918
C 3.48403 3.63499 -0.11926
C 2.40625 2.78680 0.07220
C 1.61766 -1.12120 1.32850
C 2.38527 -1.92285 0.47636
C 2.73693 -3.21813 0.82481
C 2.29041 -3.76029 2.02442
C 1.49658 -2.99239 2.86408
C 1.16638 -1.68632 2.52037
H -2.95259 4.26519 1.43615
H -3.00839 4.31730 -0.33867
H -1.49474 4.66215 0.50374
H -4.83760 2.95614 0.72955
H -6.90656 1.67200 1.09467
H -6.79939 -0.77370 1.46689
H -4.62320 -1.92197 1.43320
H -3.28581 -0.34565 -1.55336
H -2.73962 -0.86119 -3.91244
H -1.01143 -2.52423 -4.45603
H 0.29957 -3.59818 -2.62795
H -0.10270 -2.95745 -0.29202
H -2.11478 -1.34062 3.74642
H -2.43216 -3.26694 5.26754
H -2.67867 -5.55262 4.33613
H -2.64421 -5.88551 1.88930
H -2.36049 -3.95588 0.37359
H -2.29774 3.14131 3.23623
H -1.01497 3.05164 5.32990
H 1.21419 1.95043 5.36993
H 2.09035 0.90959 3.31450
H 4.06980 0.01290 1.06840
H 5.98261 1.51377 0.71499
H 5.62562 3.84258 -0.03247
H 3.31944 4.65456 -0.44805
H 1.39547 3.13243 -0.12451
H 2.68601 -1.53313 -0.49026
H 3.33615 -3.81555 0.14790
H 2.54198 -4.77983 2.29048
H 1.11601 -3.41172 3.78798
H 0.52202 -1.11035 3.17392
O -0.49927 1.76308 -4.11650
C 0.70196 1.68591 -3.91988
C 1.69682 2.49037 -4.74563
C 2.70594 1.65249 -5.57373
C 2.72245 0.15635 -5.25164
C 3.30526 -0.14152 -3.87332
C 2.67133 0.72508 -2.77449
N 1.24844 0.90872 -2.94813
H 2.22823 3.14637 -4.04954
H 1.10217 3.12591 -5.39494
H 3.71560 2.04925 -5.42790
H 2.47656 1.77579 -6.63321
H 3.30598 -0.36846 -6.01208
H 1.70472 -0.23716 -5.30461
H 4.38543 0.04082 -3.88098
H 3.15500 -1.20025 -3.63904
H 3.18076 1.69202 -2.71393
H 2.81677 0.25491 -1.80725
H 0.60203 0.45317 -2.25631



Record 6
12
Properties=species:S:1:pos:R:3 method="wB97M-V/def2-TZVPD" e_above_lowest_kcal_mol=89.07 e_homo_ha=-0.2920 largest_force_ha_per_bohr=0.0241 multiplicity=1 total_energy_ev=-7221.728
N 0.25999 -0.34236 1.72254
C -0.58823 -0.06661 0.72388
C -0.24039 -0.83493 -1.05957
C 0.71229 0.08612 -1.39541
C -0.93298 1.32445 0.56668
N -1.37938 2.39632 0.47521
H 0.86991 0.32984 2.17783
H 0.33953 -1.29366 2.04953
H -1.23489 -0.76687 -1.49040
H 0.04826 -1.83639 -0.75192
H 1.75826 -0.06293 -1.14279
H 0.45760 1.00175 -1.92077